{"formula": "C2H2ClFOS", "method": "ωB97M-V with the def2-TZVPD basis set", "smiles": "OC(=S)[C@@H](F)Cl", "homo_energy_ev": -9.4, "orbital_gap_ev": 9.18, "relative_energy_kcal_mol": 3.4, "energy_ev": -30228.4533, "elements": ["O", "C", "S", "C", "F", "Cl", "H", "H"], "coordinates": [[-1.476, 0.161, 0.658], [-0.150, 0.389, 0.721], [0.594, 1.208, 1.886], [0.571, -0.283, -0.423], [-0.310, -1.169, -0.949], [0.929, 0.899, -1.654], [-1.630, -0.420, -0.118], [1.471, -0.785, -0.121]], "forces_ev_per_angstrom": [[0.680, 0.292, -0.039], [-0.928, -0.224, 0.525], [-0.028, 0.028, -0.068], [-0.091, 0.666, 0.283], [-0.084, -1.317, -0.875], [0.317, 0.413, -0.448], [-0.190, 0.339, 0.506], [0.324, -0.197, 0.116]], "lowdin_charge": [0.021, -0.929, 0.770, -0.754, -0.043, 0.715, 0.112, 0.109]}